Entry 1:
{"formula": "C16H15CdN3O5", "method": "wB97M-V/def2-TZVPD", "spin_multiplicity": 1, "e_homo_ev": -9.21, "fmax_ev_per_a": 1.847, "gap_ha": 0.329, "total_charge": 0, "lumo_ha": -0.0089, "de_lowest_kj_mol": 76.7, "species": ["Cd", "O", "C", "N", "C", "O", "C", "C", "C", "C", "C", "N", "C", "C", "C", "C", "C", "N", "H", "H", "H", "H", "H", "H", "H", "H", "C", "C", "C", "O", "C", "O", "O", "H", "H", "H", "H", "H", "H", "H"], "xyz": [[0.083136, -0.224018, 0.175457], [1.685407, -1.100120, 3.889517], [1.347572, -0.654883, 2.815044], [0.894750, -1.320786, 1.722504], [0.810549, -2.672499, 1.661910], [1.032707, -3.493865, 2.524705], [0.423344, -3.146803, 0.262343], [0.333925, -4.515694, 0.028411], [0.034711, -4.965502, -1.245131], [-0.151072, -4.028642, -2.252655], [-0.047301, -2.683461, -1.935580], [0.224142, -2.253240, -0.709088], [1.452112, 0.847544, 2.562426], [1.920222, 1.655722, 3.593523], [2.036894, 3.018587, 3.386520], [1.658872, 3.535234, 2.155903], [1.197380, 2.662234, 1.184240], [1.111604, 1.349898, 1.372013], [0.503375, -5.184276, 0.857831], [-0.043506, -6.022826, -1.450227], [-0.375441, -4.331223, -3.263222], [-0.167064, -1.915121, -2.691657], [2.179469, 1.187349, 4.530168], [2.414063, 3.665159, 4.165303], [1.717494, 4.592549, 1.951117], [0.888202, 3.032652, 0.212781], [-2.310285, 0.500344, -2.495147], [-1.454359, 1.521800, -1.751858], [-1.559137, 2.906126, -2.374258], [-0.071809, 1.060302, -1.825939], [-1.873840, 1.554564, -0.225366], [-2.223646, 2.611508, 0.260187], [-1.793124, 0.427249, 0.365224], [-1.917202, 0.335411, -3.498231], [-3.329598, 0.868354, -2.571503], [-2.318070, -0.438879, -1.941288], [-1.161505, 2.907137, -3.387723], [-1.023962, 3.636875, -1.770251], [-2.598900, 3.215706, -2.407206], [0.469891, 1.859533, -1.880800]], "forces_ev_per_a": [[0.91, -0.05, -1.30], [0.03, 0.18, 0.06], [0.11, -0.18, 0.06], [0.62, -0.86, 1.16], [0.16, 0.02, 0.19], [-0.07, -0.12, -0.15], [0.02, -0.67, 0.00], [-0.01, 0.18, 0.04], [0.02, 0.26, 0.04], [0.01, 0.08, 0.10], [-0.05, -0.16, -0.41], [0.15, -0.70, -0.19], [0.23, 0.28, 0.50], [-0.05, -0.11, -0.11], [-0.09, -0.13, -0.20], [-0.01, -0.10, -0.03], [0.09, 0.34, -0.02], [0.44, 0.50, 0.52], [0.02, -0.02, 0.05], [-0.01, -0.06, -0.03], [-0.01, 0.02, -0.09], [-0.08, -0.05, 0.01], [0.02, -0.05, 0.03], [-0.01, 0.04, 0.05], [-0.02, 0.06, -0.05], [-0.03, 0.02, 0.07], [0.37, 0.06, 0.22], [-0.77, 0.27, 0.02], [0.14, -0.27, 0.12], [0.13, 0.27, -0.11], [-0.26, 0.64, -0.81], [-0.11, 0.30, 0.09], [-1.81, 0.23, 0.27], [0.01, 0.02, -0.05], [-0.11, -0.02, 0.04], [-0.05, -0.03, -0.08], [0.03, -0.08, -0.13], [0.02, 0.08, 0.06], [-0.05, 0.06, 0.05], [0.08, -0.23, -0.01]]}


Entry 2:
{"formula": "C16H15Cl2N7O2S", "method": "wB97M-V/def2-TZVPD", "spin_multiplicity": 1, "e_homo_ev": -8.27, "fmax_ev_per_a": 3.484, "gap_ha": 0.265, "total_charge": 0, "lumo_ha": -0.0388, "de_lowest_kj_mol": 57.1, "smiles": "[H]/N=C(/N)N/N=C/c1c(-c2cc([N+](=O)[O-])c(Cl)cc2Cl)nc2sc(CCC)cn12", "species": ["O", "O", "Cl", "Cl", "N", "N", "N", "S", "C", "C", "C", "C", "C", "C", "C", "C", "C", "C", "C", "C", "C", "N", "N", "N", "N", "C", "C", "C", "H", "H", "H", "H", "H", "H", "H", "H", "H", "H", "H", "H", "H", "H", "H"], "xyz": [[-1.013340, 6.032246, -4.467887], [-2.080921, 4.172725, -4.434560], [2.044733, 2.827389, 0.675842], [1.596400, 6.477703, -3.230905], [5.765723, -0.554212, 0.041386], [-1.792016, 1.100705, -0.389683], [2.207796, -1.165541, 0.201257], [-3.260026, -1.100135, 0.505635], [4.571063, -0.511772, 0.465237], [-1.912921, -0.091347, 0.072294], [-0.436181, 1.285044, -0.586122], [-0.850159, -2.064228, 0.659202], [0.264414, 0.113240, -0.255154], [-2.184126, -2.414146, 0.884175], [1.684336, -0.098422, -0.319787], [1.492591, 4.462105, -1.401620], [-0.694613, 3.157846, -2.329857], [1.114208, 3.287462, -0.748920], [0.814279, 5.032302, -2.485533], [0.015423, 2.574150, -1.201466], [-0.362509, 4.402076, -2.962406], [4.382599, 0.444382, 1.376421], [3.566464, -1.334892, 0.040841], [-0.743130, -0.746018, 0.186233], [-1.197005, 4.884588, -4.006721], [-3.952957, -5.012075, 3.099001], [-2.644426, -3.760098, 1.367204], [-3.550053, -3.653306, 2.568628], [6.008696, -1.279299, -0.597655], [-0.007438, -2.705085, 0.850392], [2.284452, 0.550087, -0.956332], [2.356861, 5.017536, -1.007831], [-1.580646, 2.588266, -2.627141], [3.551656, 0.341047, 1.980552], [5.267371, 0.851005, 1.725686], [3.869732, -2.199600, -0.385139], [-3.132486, -5.399640, 3.707573], [-4.139061, -5.693004, 2.288407], [-4.822249, -4.917217, 3.766897], [-3.131249, -4.290881, 0.568407], [-1.764143, -4.358742, 1.633776], [-3.117938, -3.057640, 3.407848], [-4.489203, -3.194607, 2.321828]], "forces_ev_per_a": [[0.23, -1.71, 1.24], [0.09, -0.55, 0.40], [-0.50, 0.32, -0.71], [-0.90, -1.41, 0.81], [1.50, -0.33, 0.01], [0.42, 1.81, -0.67], [-1.44, 0.61, -0.01], [-0.06, 0.18, 0.03], [1.51, -0.18, -1.10], [-0.52, -1.07, 0.19], [-0.78, -0.24, -0.48], [-2.57, -0.33, 0.38], [-0.77, 1.40, 0.00], [2.92, 0.35, -0.57], [0.78, -1.98, 0.10], [0.57, 0.94, 0.08], [0.26, -0.10, 0.98], [0.18, 0.60, -0.01], [0.39, 0.35, -0.36], [-0.53, 0.34, -1.28], [1.40, -2.06, 2.44], [-2.04, 1.35, 2.13], [0.22, -0.15, -0.38], [1.45, -1.06, 0.39], [-0.86, 2.39, -2.29], [0.47, 0.15, 1.09], [0.66, 0.74, 0.42], [-0.38, -0.03, 1.03], [-0.22, -0.45, -0.72], [0.20, 0.25, -0.15], [-0.06, 0.30, 0.29], [-0.43, -0.39, -0.32], [0.31, 0.49, -0.17], [1.06, 0.40, -0.32], [-1.21, -0.54, -0.28], [-0.32, 0.14, 0.23], [-0.07, -0.32, -0.08], [-0.33, -0.43, -0.25], [0.19, -0.22, -0.35], [-0.42, -0.25, -0.41], [0.00, 0.19, -0.09], [-0.07, -0.26, -0.79], [-0.33, 0.78, -0.47]]}


Entry 3:
{"formula": "C16H15ClN2O2ReSe", "method": "wB97M-V/def2-TZVPD", "spin_multiplicity": 4, "e_homo_ev": [-14.30, -15.41], "fmax_ev_per_a": 6.575, "gap_ha": [0.267, 0.188], "total_charge": 2, "lumo_ha": [-0.2582, -0.3783], "s_squared": 3.770, "species": ["Cl", "C", "C", "C", "H", "C", "C", "H", "H", "H", "C", "Re", "C", "C", "O", "O", "H", "H", "H", "C", "N", "C", "Se", "N", "C", "C", "C", "C", "C", "C", "H", "H", "H", "H", "H", "H", "H", "H"], "xyz": [[-1.266440, 1.717636, -2.305752], [-4.237289, 0.477032, -0.050015], [-4.144531, -0.946801, 0.178685], [-3.855132, -1.580151, -1.073362], [-4.377905, -1.459916, 1.123293], [-3.783758, -0.551221, -2.105591], [-4.012128, 0.717764, -1.431231], [-4.010610, 1.682800, -1.948813], [-4.535244, 1.228373, 0.694110], [-3.796724, -2.660653, -1.273984], [-3.516031, -0.748889, -3.551920], [-2.027118, -0.251986, -0.522982], [-1.508309, -1.504222, 0.883075], [-1.016437, 1.047153, 0.586930], [-1.142652, -2.265427, 1.729930], [-0.341913, 1.812941, 1.187375], [-2.834526, -1.594550, -3.686117], [-3.050959, 0.159935, -3.943557], [-4.445674, -0.950850, -4.096378], [2.815772, 1.308995, -1.418353], [2.501071, 0.474765, -0.231770], [1.512021, -0.464013, -0.175955], [0.240746, -0.875979, -1.523937], [1.611947, -1.042268, 1.065098], [2.634419, -0.461178, 1.805632], [3.066876, -0.731269, 3.105650], [4.144465, 0.040032, 3.532631], [4.745268, 1.001196, 2.716548], [4.307675, 1.269040, 1.417373], [3.212436, 0.503598, 0.994686], [3.675016, 1.943440, -1.203471], [1.957953, 1.925366, -1.669342], [3.058523, 0.660460, -2.254143], [1.040152, -1.821941, 1.417082], [2.554085, -1.488783, 3.665357], [4.507479, -0.133637, 4.530656], [5.583004, 1.571199, 3.084482], [4.734471, 1.992010, 0.748081]], "forces_ev_per_a": [[0.62, -0.63, 0.15], [0.20, -0.22, 0.13], [-0.32, 0.36, -0.06], [0.10, 0.23, -0.78], [0.32, 0.34, -0.54], [-0.28, 0.28, 1.58], [-0.19, -0.43, -0.79], [-0.05, -0.46, 0.42], [0.38, -0.44, -0.37], [0.03, 0.67, 0.26], [0.33, 0.11, 0.03], [-0.48, -1.34, 1.47], [1.43, -3.54, 3.19], [3.16, 4.96, 2.94], [-1.84, 3.60, -3.90], [-3.31, -3.90, -2.75], [-0.17, 0.07, -0.19], [-0.13, -0.22, -0.17], [0.13, 0.02, 0.12], [-0.13, -0.19, 0.27], [-0.36, -0.38, -0.15], [1.72, 0.61, 1.96], [0.30, 0.53, -0.63], [-0.79, -0.18, -0.53], [-0.33, -0.31, -0.10], [0.42, 0.72, -0.77], [-0.93, -0.91, 0.14], [0.04, 0.65, -1.21], [-0.60, -0.74, 0.55], [-0.27, 0.06, -0.91], [-0.17, -0.14, 0.09], [-0.05, 0.09, 0.02], [0.05, -0.06, -0.06], [0.37, 0.60, -0.43], [0.15, -0.15, 0.52], [0.21, 0.11, 0.15], [0.09, -0.01, 0.15], [0.36, 0.26, 0.16]]}


Entry 4:
{"formula": "C16H15ClO5PSn", "method": "wB97M-V/def2-TZVPD", "spin_multiplicity": 1, "e_homo_ev": -4.75, "fmax_ev_per_a": 3.817, "gap_ha": 0.279, "total_charge": -1, "lumo_ha": 0.1043, "de_lowest_kj_mol": 110.8, "species": ["Sn", "O", "C", "O", "C", "P", "C", "C", "C", "C", "C", "C", "C", "C", "C", "C", "C", "C", "H", "H", "H", "H", "H", "H", "H", "H", "H", "H", "H", "H", "O", "C", "O", "H", "O", "Cl", "C", "H", "H"], "xyz": [[0.519784, -3.604346, 0.928612], [3.484286, -1.527545, -0.030033], [2.338229, -1.172934, 0.309906], [1.156413, -1.788613, 0.042191], [1.900499, 0.239410, 0.823698], [0.052998, 0.099952, 0.400586], [0.112301, 0.028693, -1.435631], [-1.160245, -0.087989, -2.019658], [-1.341205, 0.032783, -3.395321], [-0.201066, 0.064709, -4.201308], [1.083538, -0.011818, -3.667445], [1.255125, 0.047008, -2.300237], [-0.409433, 1.864648, 0.610105], [-0.619716, 2.187190, 1.980877], [-1.054593, 3.433154, 2.323437], [-1.316212, 4.350439, 1.298996], [-1.191185, 4.004238, -0.030866], [-0.674776, 2.767494, -0.373421], [2.478353, 1.063611, 0.388566], [1.912688, 0.261517, 1.917079], [-2.052644, -0.155525, -1.365011], [-2.306923, 0.084914, -3.835650], [-0.331384, 0.126629, -5.283969], [1.919399, -0.045894, -4.372762], [2.240520, 0.114281, -1.931796], [-0.372867, 1.460779, 2.752988], [-1.217765, 3.776087, 3.341379], [-1.610268, 5.354038, 1.592995], [-1.448952, 4.684897, -0.812827], [-0.588352, 2.482690, -1.401561], [-2.227865, -1.410037, 0.923627], [-2.329470, -2.608620, 1.151654], [-1.414614, -3.566316, 0.795015], [-3.247755, -3.024251, 1.588467], [1.266611, -4.824680, -0.151623], [2.112181, -2.397675, 3.575815], [1.170731, -3.761804, 3.042096], [0.321063, -3.905990, 3.711305], [1.792586, -4.635123, 3.109707]], "forces_ev_per_a": [[2.04, 0.82, 0.55], [-3.21, 0.67, 1.28], [1.24, 0.50, -1.35], [1.98, -1.78, 1.04], [-0.35, -0.94, -0.37], [1.27, 1.03, -0.02], [0.02, -0.05, -0.98], [-0.37, 0.59, 0.38], [1.66, -0.25, 0.25], [-0.58, -0.17, -0.47], [-0.42, 0.36, -0.52], [-1.89, 0.00, 0.54], [0.35, -0.95, 1.56], [0.46, -0.27, -0.69], [-0.15, 0.99, -0.29], [-0.27, 0.44, 0.32], [0.31, 0.24, 0.37], [-0.70, 0.33, -0.04], [-0.07, -0.24, 0.17], [0.34, 0.11, -0.10], [0.68, 0.03, -0.36], [-0.69, -0.07, -0.23], [0.09, -0.06, 0.24], [-0.11, 0.06, 0.47], [0.92, -0.06, 0.63], [-0.20, -0.09, -0.17], [0.16, -0.32, 0.02], [-0.19, -0.06, -0.20], [-0.12, 0.54, -0.29], [0.17, -0.04, -0.44], [-0.72, -2.37, 0.55], [1.36, 0.70, -1.46], [-3.28, 1.67, 1.00], [0.15, -0.25, 0.12], [0.56, -1.70, -1.06], [0.52, 0.91, 0.42], [-1.26, -0.10, -0.58], [0.05, 0.15, -0.04], [0.23, -0.38, -0.25]]}


Entry 5:
{"formula": "C16H15ClPbSe", "method": "wB97M-V/def2-TZVPD", "spin_multiplicity": 1, "e_homo_ev": 0.71, "fmax_ev_per_a": 3.772, "gap_ha": 0.171, "total_charge": -2, "lumo_ha": 0.1972, "species": ["C", "C", "C", "H", "C", "C", "H", "H", "H", "H", "Pb", "Cl", "C", "C", "C", "H", "C", "C", "H", "H", "H", "H", "Se", "C", "C", "C", "C", "C", "C", "H", "H", "H", "H", "H"], "xyz": [[1.979983, 1.630166, -0.914925], [2.266188, 0.832609, -2.107883], [2.888342, -0.399101, -1.683065], [1.979254, 1.116919, -3.136923], [2.991347, -0.401202, -0.247779], [2.424941, 0.857160, 0.249655], [2.287460, 1.155040, 1.296035], [1.445234, 2.587402, -0.871510], [3.207376, -1.228256, -2.351413], [3.338118, -1.231097, 0.397884], [0.429178, -0.309620, -0.650128], [-1.211145, 1.429621, -1.166708], [-1.262240, -1.999431, -1.223654], [-0.164531, -2.822008, -0.695381], [0.901356, -2.813412, -1.668406], [-0.138654, -3.277795, 0.303938], [0.477377, -2.006940, -2.808196], [-0.851965, -1.515001, -2.546723], [-1.423490, -0.804237, -3.162709], [-2.177266, -1.705850, -0.672833], [1.887169, -3.290381, -1.536650], [1.086976, -1.766849, -3.695421], [0.371259, -0.949190, 1.955571], [-0.950362, 0.414980, 2.158815], [-0.545551, 1.631898, 2.679995], [-1.532950, 2.632457, 2.950454], [-2.892968, 2.368341, 2.666258], [-3.272018, 1.121973, 2.122871], [-2.275221, 0.123975, 1.865752], [0.489324, 1.842962, 2.906253], [-1.238271, 3.571897, 3.367156], [-3.638090, 3.114480, 2.866074], [-4.296941, 0.911762, 1.901526], [-2.579220, -0.823272, 1.452068]], "forces_ev_per_a": [[2.17, -0.91, 0.17], [1.03, 0.64, 1.09], [0.85, 1.02, 0.37], [0.18, -0.33, 0.78], [0.51, 1.57, -0.26], [1.54, 0.62, -1.97], [0.11, -0.29, -0.66], [0.27, -0.64, -0.10], [-0.42, 0.77, 0.65], [-0.32, 0.62, -0.58], [-0.23, -0.44, 0.05], [-2.59, 2.66, -0.64], [0.62, -1.58, -1.14], [-0.72, -0.38, -1.97], [-1.56, -0.05, -0.34], [0.01, 0.34, -0.69], [-1.09, -0.90, 0.72], [0.13, -1.75, 0.43], [0.44, -0.45, 0.44], [0.74, -0.27, -0.54], [-0.65, 0.39, -0.09], [-0.39, -0.10, 0.65], [-0.44, -0.72, 3.02], [0.96, -1.29, 0.33], [-2.03, 2.00, 0.48], [0.00, -1.97, -0.87], [0.91, -0.88, -0.13], [2.18, -0.32, 0.16], [-1.79, 2.22, 0.59], [0.06, -0.18, -0.05], [0.12, 0.51, 0.18], [-0.27, 0.29, 0.06], [-0.51, -0.05, -0.13], [0.18, -0.15, -0.01]]}


Entry 6:
{"formula": "C16H15ClReS", "method": "wB97M-V/def2-TZVPD", "spin_multiplicity": 4, "e_homo_ev": [-6.70, -7.55], "fmax_ev_per_a": 4.523, "gap_ha": [0.262, 0.223], "total_charge": 0, "lumo_ha": [0.0153, -0.0546], "de_lowest_kj_mol": 0.0, "s_squared": 3.787, "species": ["C", "C", "C", "H", "C", "C", "H", "H", "H", "H", "Re", "Cl", "C", "C", "C", "H", "C", "C", "H", "H", "H", "H", "S", "C", "C", "C", "C", "C", "C", "H", "H", "H", "H", "H"], "xyz": [[-2.275338, -0.959743, -1.213995], [-1.725562, -1.163277, -2.533845], [-1.391833, 0.130452, -3.076636], [-1.612279, -2.116329, -3.050079], [-1.710945, 1.125290, -2.085637], [-2.262872, 0.447436, -0.940455], [-2.665419, 0.932177, -0.057868], [-2.670934, -1.734833, -0.553237], [-1.007260, 0.327415, -4.072663], [-1.601086, 2.200500, -2.197670], [-0.242406, -0.231085, -1.341489], [0.184849, -1.817928, 0.346217], [2.629743, 0.161705, -0.769640], [2.082295, 1.371326, -1.263849], [1.372049, 1.090654, -2.479971], [2.195579, 2.368955, -0.840469], [1.549816, -0.345141, -2.762310], [2.326013, -0.891463, -1.674014], [2.662880, -1.921447, -1.626720], [3.183106, 0.054277, 0.163930], [1.004518, 1.822403, -3.205798], [1.357040, -0.815388, -3.727876], [-0.116565, 1.895751, 0.872874], [-0.126300, 0.847942, 2.194433], [1.097279, 0.477607, 2.808403], [1.100914, -0.396646, 3.880855], [-0.107938, -0.905173, 4.382099], [-1.322797, -0.554625, 3.774966], [-1.340553, 0.314826, 2.694988], [2.018165, 0.891663, 2.405053], [2.050479, -0.678694, 4.339214], [-0.102396, -1.568486, 5.247244], [-2.261931, -0.960219, 4.155376], [-2.270298, 0.600092, 2.208580]], "forces_ev_per_a": [[-0.71, 0.16, -0.42], [-0.65, 0.00, -0.52], [-1.56, 0.45, -0.54], [0.03, 0.35, 0.23], [-1.22, -0.16, -0.78], [-0.93, 0.20, -0.33], [0.34, -0.14, -0.20], [0.47, 0.36, -0.24], [0.05, -0.10, 0.31], [0.13, -0.33, 0.13], [3.87, 0.08, 2.34], [0.15, -0.25, 0.10], [0.20, -0.59, -0.51], [-0.56, -0.29, -0.71], [0.86, -0.97, 0.17], [-0.17, -0.52, 0.02], [0.02, 0.73, 0.51], [0.26, 1.16, -0.29], [-0.24, 0.21, 0.22], [-0.30, 0.00, -0.34], [0.05, -0.33, 0.48], [0.07, 0.09, 0.43], [-0.16, 0.77, -1.47], [0.00, -1.07, 1.47], [-0.70, 0.03, -0.17], [-0.24, -0.10, 0.28], [0.04, 0.14, -0.25], [0.17, -0.07, 0.20], [0.76, 0.08, -0.01], [-0.14, -0.10, 0.10], [-0.30, 0.05, -0.07], [0.00, 0.13, -0.26], [0.28, 0.09, -0.06], [0.13, -0.06, 0.16]]}